The following is a quantum chemistry calculation of a 4-piece molecular cluster, C4H5Cl11 overall, from the OMol25 dataset.

Properties
SMILES: ClC(Cl)Cl.ClC(Cl)Cl.ClC(Cl)Cl.ClCCl
E_HOMO in hartree: -0.4047
Charge: 0
DFT total energy in hartree: -5217.50208
Relative energy (zero: lowest compared OMol25 entry of this formula, charge and spin) in eV: 0.0751
2S+1: 1

Atoms and positions in Å:
Cl -1.1290 5.9638 -3.2209
C 0.3234 4.9994 -3.0147
Cl 0.0258 3.6317 -1.9301
Cl 1.6677 5.9776 -2.4190
H 0.6111 4.6005 -3.9776
Cl -0.0970 -1.6124 3.2419
C 0.7745 -0.3015 4.0231
Cl 2.4236 -0.1892 3.4139
Cl 0.7602 -0.4940 5.7725
H 0.2751 0.6290 3.7882
Cl 0.1137 1.4223 0.7998
C 0.3176 0.3124 -0.5653
Cl -0.5938 -1.1800 -0.2893
Cl 2.0022 -0.0314 -0.8690
H -0.1088 0.7988 -1.4325
Cl -1.8721 -5.9550 0.5916
C -1.5054 -4.7553 -0.6512
Cl -0.7827 -5.4820 -2.0764
H -2.4271 -4.2699 -0.9432
H -0.7789 -4.0647 -0.2418

Force components x, y, z for each atom (eV/Å):
Cl 0.0 0.0 0.0
C 0.2 -0.1 0.1
Cl 0.0 0.1 0.0
Cl -0.1 0.0 0.0
H 0.0 0.0 0.0
Cl -0.1 -0.1 0.0
C 0.0 0.1 0.0
Cl 0.1 0.0 0.0
Cl 0.0 0.0 0.1
H 0.0 0.0 0.0
Cl 0.0 0.0 0.0
C -0.3 0.0 0.2
Cl 0.0 0.1 -0.1
Cl 0.2 0.0 0.0
H 0.0 0.0 -0.1
Cl -0.1 0.0 0.1
C 0.1 0.0 0.2
Cl 0.1 -0.1 -0.3
H 0.0 0.1 0.0
H -0.1 0.1 0.0

---

The following is a quantum chemistry calculation of an isolated ion of composition C3H8N3S2 and charge +1 at a distorted geometry, from the OMol25 dataset.

Properties
SMILES: NS[C@]1([NH3+])N=CCS1
E_HOMO in hartree: -0.4725
Charge: +1
DFT total energy in hartree: -1079.44243
Relative energy (zero: lowest compared OMol25 entry of this formula, charge and spin) in eV: 1.9482
2S+1: 1

Atoms and positions in Å:
N -2.6027 0.8181 -0.0016
S -1.2192 1.3219 0.7494
C 0.1160 0.1397 0.0250
N -0.4793 -0.6261 -1.1927
N 0.6909 -0.6019 1.0108
C 1.8615 -0.2075 1.3116
C 2.5861 0.6376 0.3413
S 1.3001 1.2767 -0.7497
H -3.2626 0.5480 0.7174
H -2.9648 1.5594 -0.5760
H 0.4154 -0.7702 -1.8295
H -1.2804 -0.0961 -1.6161
H -0.8880 -1.4995 -1.0782
H 2.4909 -0.7807 2.0004
H 3.1735 1.4829 0.7157
H 3.2697 0.2153 -0.2423

Force components x, y, z for each atom (eV/Å):
N -0.6 -0.4 0.1
S 1.6 -0.4 0.0
C -2.1 2.7 -1.7
N 2.5 1.5 -1.3
N 0.4 -1.1 1.4
C 1.2 -2.0 -0.9
C -2.0 3.8 1.5
S 0.4 0.3 0.0
H -0.4 -0.3 -0.4
H -0.4 0.1 -0.2
H -2.5 0.6 1.0
H 1.1 0.1 0.2
H -0.8 -2.5 1.2
H -0.6 0.4 0.4
H -0.5 0.0 0.6
H 2.8 -2.9 -2.1

---

The following is a quantum chemistry calculation of C2HClNO4 as an isolated structure at a distorted geometry, from the OMol25 dataset.

Properties
E_HOMO in hartree: -0.1793
Charge: -1
DFT total energy in hartree: -892.76523
Relative energy (zero: lowest compared OMol25 entry of this formula, charge and spin) in eV: 0.6919
2S+1: 1

Atoms and positions in Å:
C 0.4699 -0.2130 -1.1939
C 1.4117 -0.8312 0.8406
N -0.6781 0.0176 -0.9506
O 1.6658 0.2194 1.2714
O 1.4510 -0.1281 -1.8266
O 1.1195 -1.9357 0.5140
O -1.6242 -0.1760 -0.0572
Cl -2.0733 2.3315 1.0208
H -1.7423 0.7156 0.3817

Force components x, y, z for each atom (eV/Å):
C -1.9 1.4 -1.3
C -0.6 -1.7 0.9
N 0.1 0.0 -0.4
O 0.1 -0.9 -0.5
O 2.2 -0.6 -0.5
O 0.9 2.1 0.7
O -0.3 -1.9 0.3
Cl -0.1 0.5 0.3
H -0.4 1.0 0.5

---

The following is a quantum chemistry calculation of C17H43B3FN3O8S as an isolated structure at a distorted geometry, from the OMol25 dataset.

Properties
E_HOMO in hartree: -0.3316
Charge: 0
DFT total energy in hartree: -2012.53962
2S+1: 1

Atoms and positions in Å:
C -5.1564 -0.8900 -4.9006
C -4.3740 0.2830 -4.3266
C -3.2105 -0.1230 -3.4462
N -1.9382 -0.2725 -4.2084
B -0.8276 -0.2611 -3.2853
O -0.8378 -0.9197 -2.0574
B -0.5830 -0.0474 -1.0188
C -0.6669 -0.4457 0.4766
C -0.7432 0.7453 1.4482
C 0.5460 0.9347 2.2310
C 0.4144 2.1442 3.1867
C 1.4330 3.2385 2.8953
O 0.8782 4.1781 1.9870
C 1.3020 5.5095 2.2530
O -0.2087 1.2473 -1.4526
B 0.7166 1.0509 -2.4341
S 2.5032 1.5416 -2.0499
O 2.5302 2.8822 -1.6191
O 3.3387 1.1737 -3.1245
F 2.8850 0.6804 -0.8104
O 0.3407 0.4771 -3.5723
H -5.8978 -0.5038 -5.5901
H -4.5207 -1.5898 -5.4320
H -5.6882 -1.3811 -4.0957
H -4.0332 0.9681 -5.0933
H -5.0536 0.8636 -3.7071
H -3.0588 0.6720 -2.7194
H -3.4518 -1.0128 -2.8640
H -1.9520 -1.1944 -4.6460
H -1.5511 -1.0692 0.5964
H 0.1926 -1.0800 0.6872
H -1.0168 1.6765 0.9626
H -1.5103 0.5130 2.1814
H 0.7278 0.0308 2.8063
H 1.3786 1.1285 1.5599
H 0.5428 1.8384 4.2198
H -0.5689 2.5681 3.0091
H 1.7212 3.7449 3.8154
H 2.3237 2.7888 2.4551
H 0.8327 5.8504 3.1769
H 0.9879 6.1129 1.4129
H 2.3830 5.5465 2.3823
C -5.0889 -1.0101 6.2822
C -4.7687 -1.2971 4.8192
C -3.3299 -0.9374 4.4214
O -3.0957 0.4456 4.2367
C -2.8249 1.1714 5.4221
N -5.7607 -0.6242 3.9759
H -5.2308 0.0541 6.4690
H -6.0126 -1.5120 6.5685
H -4.2940 -1.3705 6.9384
H -4.8779 -2.3750 4.6669
H -3.1253 -1.3972 3.4495
H -2.6033 -1.3563 5.1300
H -2.2585 0.5724 6.1411
H -3.7413 1.5412 5.8880
H -2.2260 2.0374 5.1391
H -5.6124 -0.8919 3.0067
H -5.5536 0.3714 3.9914
C 5.7215 -0.9322 -3.7464
C 6.3848 -2.1757 -4.3277
C 5.5819 -3.4636 -4.0936
O 5.6672 -3.9851 -2.7805
C 4.7866 -3.3994 -1.8406
N 7.7529 -2.2764 -3.8084
H 5.8224 -0.8790 -2.6624
H 6.1838 -0.0339 -4.1534
H 4.6600 -0.8983 -3.9911
H 6.4494 -2.0360 -5.4110
H 5.9952 -4.2426 -4.7406
H 4.5310 -3.3325 -4.3838
H 3.8316 -3.1266 -2.2999
H 5.2326 -2.5203 -1.3699
H 4.5994 -4.1381 -1.0610
H 8.2289 -3.0484 -4.2674
H 7.6915 -2.5680 -2.8362

Force components x, y, z for each atom (eV/Å):
C 0.1 0.6 0.0
C -0.3 -0.1 0.3
C 0.2 0.3 -0.1
N -0.1 -0.7 0.5
B -0.1 -0.3 -0.9
O -0.2 0.4 0.0
B -0.4 0.0 0.2
C -0.5 0.6 -0.3
C 0.2 -0.8 0.3
C -0.4 0.7 0.3
C 0.5 -0.2 -0.6
C -0.4 0.1 -0.1
O 0.1 0.1 0.0
C -0.1 -0.8 0.1
O 0.8 -0.4 1.0
B -0.1 0.8 0.4
S -0.2 1.0 -1.3
O -0.2 1.1 0.8
O 0.7 -0.9 -0.6
F 0.0 -0.7 0.5
O 0.1 -0.6 -0.3
H -0.2 -0.1 -0.2
H 0.1 -0.2 -0.1
H 0.0 -0.4 0.1
H 0.2 0.0 -0.2
H -0.2 0.1 0.1
H 0.1 0.2 0.1
H -0.1 -0.2 0.0
H 0.0 0.2 -0.4
H 0.0 -0.3 0.0
H 0.2 -0.2 0.1
H 0.0 0.1 -0.2
H -0.3 0.2 0.1
H 0.3 -0.2 -0.1
H 0.2 -0.3 -0.2
H -0.3 -0.1 0.2
H -0.2 0.2 0.5
H 0.0 0.1 0.2
H 0.3 0.1 0.0
H 0.0 0.3 0.1
H 0.0 0.2 -0.1
H 0.2 0.2 -0.1
C 0.0 -0.1 0.1
C 0.0 0.3 0.1
C 0.0 -0.2 -0.2
O 0.0 -0.1 0.2
C 0.0 0.2 -0.2
N 0.2 0.0 -0.1
H 0.0 0.0 0.0
H 0.0 0.0 0.0
H 0.0 0.0 0.0
H 0.1 0.0 -0.1
H 0.0 0.1 0.0
H -0.1 0.0 0.1
H 0.0 0.0 0.0
H 0.0 -0.1 0.1
H 0.0 0.0 0.0
H -0.1 -0.1 0.0
H -0.1 0.0 0.1
C 0.0 0.0 -0.1
C 0.0 0.1 0.3
C 0.1 -0.1 -0.3
O -0.2 0.1 0.0
C 0.2 -0.1 0.1
N 0.0 -0.2 -0.1
H 0.0 -0.1 0.0
H 0.0 0.0 0.0
H 0.0 0.0 0.0
H 0.0 -0.1 0.0
H 0.0 0.0 0.1
H 0.0 0.1 0.0
H 0.0 0.1 0.0
H -0.1 0.1 0.0
H 0.0 0.0 0.0
H 0.0 0.1 -0.1
H 0.0 0.1 0.0